13 unconnected molecules or ions with the total composition C3H31O13 in a non-equilibrium geometry. Source: the Open Molecules 2025 dataset; level of theory: ωB97M-V/def2-TZVPD.

The geometry in XYZ format:
```
47
Properties=species:S:1:pos:R:3
C -1.745 0.106 1.108
C -0.673 -0.592 0.233
C -0.915 -0.429 -1.225
O 0.608 -0.013 0.588
H -1.856 1.183 0.958
H -1.500 -0.100 2.121
H -2.683 -0.402 0.942
H -0.515 -1.637 0.479
H -1.746 -1.081 -1.551
H -0.010 -0.672 -1.760
H -1.316 0.611 -1.396
O 2.170 -1.749 -1.240
H 1.465 -1.697 -0.636
H 1.732 -1.368 -2.004
O 1.723 -1.005 -4.114
H 1.650 -0.303 -4.748
H 0.873 -1.464 -4.325
O 2.879 1.249 -0.421
H 2.176 0.854 0.055
H 3.080 2.007 0.128
O 0.702 1.436 2.715
H 0.242 1.076 3.500
H 0.474 0.870 1.991
O -0.636 0.246 4.682
H -1.199 -0.296 4.114
H -0.190 -0.451 5.138
O 0.394 -3.949 0.899
H 0.561 -3.336 1.642
H 1.193 -4.508 0.769
O -0.572 -3.528 -1.851
H -0.984 -2.813 -1.383
H -0.238 -3.945 -1.093
O 1.509 -1.598 2.534
H 2.371 -1.979 2.281
H 1.241 -1.050 1.780
O -0.986 3.492 2.920
H -1.808 3.286 2.522
H -0.310 2.876 2.624
O -0.222 1.305 -3.973
H -0.749 1.852 -3.376
H 0.085 0.684 -3.342
O -1.728 3.012 -2.648
H -1.379 3.928 -2.693
H -2.655 3.101 -2.408
O 0.044 2.542 -0.094
H -0.775 2.623 -0.583
H 0.215 1.630 0.141
```

Properties
Total charge ... -1
Kohn-Sham gap ... 7.775 eV
Relative energy (zero: lowest compared OMol25 entry of this formula, charge and spin) ... 29.5 kcal/mol
Strongest force on any atom ... 0.0640 hartree/bohr
HOMO ... -5.46 eV
E_tot ... -1111.0516 Ha

2 unconnected molecules or ions with the total composition C9H14 in a non-equilibrium geometry. Source: the Open Molecules 2025 dataset; level of theory: ωB97M-V/def2-TZVPD.

The geometry in XYZ format:
```
23
Properties=species:S:1:pos:R:3
C -2.022 -2.733 -1.395
C -0.914 -2.442 -2.498
H -2.317 -1.750 -0.938
H -2.929 -3.268 -1.524
H -1.497 -3.135 -0.533
H -0.078 -3.003 -2.122
H -1.280 -2.765 -3.455
H -0.669 -1.370 -2.454
C 0.117 1.870 -1.033
C 1.548 2.128 2.475
C 1.021 2.555 1.233
C 1.191 0.899 2.964
C 0.429 1.614 0.432
C 0.799 -0.112 2.045
C 0.555 0.226 0.717
H 2.046 2.817 3.163
H 1.018 3.583 0.872
H 1.314 0.656 3.998
H 0.733 -1.122 2.417
H 0.389 0.959 -1.612
H 0.898 2.546 -1.457
H 0.481 -0.510 -0.057
H -0.834 2.356 -1.237
```

Properties
Kohn-Sham gap ... 9.916 eV
Relative energy (zero: lowest compared OMol25 entry of this formula, charge and spin) ... 33.0 kcal/mol
Strongest force on any atom ... 0.0674 hartree/bohr
HOMO ... -8.98 eV
SMILES ... Cc1ccccc1.CC
E_tot ... -351.2776 Ha

A molecular structure, C21H37N12O4Pb in a non-equilibrium geometry. Source: the Open Molecules 2025 dataset; level of theory: ωB97M-V/def2-TZVPD.

The geometry in XYZ format:
```
75
Properties=species:S:1:pos:R:3
Pb 0.341 -0.280 0.137
N 0.999 -2.433 1.469
C 2.323 -3.000 1.140
C 3.202 -2.025 0.305
N 2.584 -1.281 -0.739
C 2.346 -2.014 -2.023
C 1.099 -2.854 -1.991
N -0.026 -1.994 -1.563
H 0.192 -3.038 1.504
H 1.040 -1.927 2.385
H 2.909 -3.094 2.066
H 2.301 -4.001 0.661
H 3.611 -1.317 1.107
H 4.119 -2.551 -0.069
H 3.217 -0.490 -0.923
H 2.278 -1.279 -2.832
H 3.126 -2.668 -2.248
H 0.917 -3.357 -2.966
H 1.065 -3.637 -1.271
H -0.468 -1.626 -2.395
H -0.758 -2.550 -1.158
N -4.205 -1.299 2.325
C -3.449 -0.654 3.307
C -2.259 -0.286 2.755
N -2.176 -0.704 1.445
C -3.407 -1.238 1.184
C -3.774 -1.913 -0.117
N -2.861 -2.216 -1.081
C -3.602 -2.834 -2.043
C -4.898 -3.031 -1.654
N -4.999 -2.482 -0.393
H -5.101 -1.754 2.358
H -3.874 -0.485 4.268
H -1.392 0.170 3.230
H -3.098 -3.035 -3.010
H -5.755 -3.431 -2.196
H -5.833 -2.201 0.140
C 0.309 -0.565 5.516
C 1.143 0.388 4.725
N 1.281 0.494 3.395
C 2.321 1.396 3.223
C 2.690 1.963 4.408
N 1.953 1.282 5.380
C 3.739 2.975 4.908
O 4.303 3.721 3.956
O 3.876 3.055 6.120
C 2.728 1.815 1.854
O 3.546 2.754 1.792
O 2.169 1.168 0.857
H 0.923 -1.346 6.051
H -0.375 -1.121 4.872
H -0.268 0.005 6.307
H 1.913 1.426 6.348
H 3.910 3.361 3.000
C -0.423 3.969 -4.548
N 0.358 2.937 -3.852
C 1.800 3.089 -4.002
C -0.154 2.222 -2.856
N 0.367 1.789 -1.679
N -1.465 1.784 -3.090
C -2.386 1.583 -1.981
C -2.008 1.471 -4.428
H -0.531 3.670 -5.608
H 0.160 4.930 -4.549
H -1.409 4.159 -4.093
H 2.246 3.888 -3.330
H 2.011 3.539 -5.034
H 2.424 2.259 -3.827
H 1.364 2.018 -1.556
H -2.234 2.263 -1.123
H -2.250 0.610 -1.569
H -3.416 1.766 -2.388
H -1.248 1.734 -5.172
H -2.933 1.974 -4.588
H -2.170 0.387 -4.552
```

Properties
Total charge ... +1
Kohn-Sham gap ... 8.467 eV
Relative energy (zero: lowest compared OMol25 entry of this formula, charge and spin) ... 44.1 kcal/mol
Strongest force on any atom ... 0.0821 hartree/bohr
HOMO ... -10.80 eV
E_tot ... -1973.1647 Ha

C2H3NO3 in the gas phase in a non-equilibrium geometry. Source: the Open Molecules 2025 dataset; level of theory: ωB97M-V/def2-TZVPD.

The geometry in XYZ format:
```
9
Properties=species:S:1:pos:R:3
C -1.570 -0.610 -0.082
C 1.373 0.880 -0.026
H -1.867 -1.675 0.079
H 0.419 -1.305 0.320
H 1.743 1.984 -0.123
N -0.111 -0.599 -0.279
O -2.265 0.373 -0.317
O 0.257 0.613 -0.567
O 2.020 0.339 0.994
```

Properties
Kohn-Sham gap ... 11.002 eV
Relative energy (zero: lowest compared OMol25 entry of this formula, charge and spin) ... 102.0 kcal/mol
Strongest force on any atom ... 0.2040 hartree/bohr
HOMO ... -10.41 eV
SMILES ... O=CNOC=O
E_tot ... -358.3672 Ha

C5H10O in the gas phase. Source: the Open Molecules 2025 dataset; level of theory: ωB97M-V/def2-TZVPD.

The geometry in XYZ format:
```
16
Properties=species:S:1:pos:R:3
C -2.162 0.222 0.478
C -0.917 -0.007 -0.377
C 0.349 -0.091 0.467
C 1.416 -1.114 0.162
C 1.680 0.325 -0.108
O 1.751 0.691 -1.454
H -2.083 1.155 1.048
H -2.302 -0.593 1.197
H -3.066 0.284 -0.138
H -1.039 -0.926 -0.963
H -0.826 0.802 -1.115
H 0.208 0.144 1.521
H 1.941 -1.600 0.980
H 1.255 -1.736 -0.715
H 2.379 0.849 0.546
H 1.415 1.594 -1.529
```

Properties
Kohn-Sham gap ... 10.636 eV
Relative energy (zero: lowest compared OMol25 entry of this formula, charge and spin) ... 27.8 kcal/mol
Strongest force on any atom ... 0.0062 hartree/bohr
HOMO ... -9.65 eV
SMILES ... CC[C@H]1C[C@H]1O
E_tot ... -271.7084 Ha

A molecular structure, C22H24HgN4O3S in a non-equilibrium geometry. Source: the Open Molecules 2025 dataset; level of theory: ωB97M-V/def2-TZVPD.

The geometry in XYZ format:
```
55
Properties=species:S:1:pos:R:3
C -3.576 2.559 -1.362
C -2.956 3.817 -1.842
H -4.299 2.745 -0.555
H -4.121 2.047 -2.174
C -1.627 3.993 -2.012
C -0.623 2.933 -1.764
H -0.147 3.053 -0.774
H 0.170 2.921 -2.523
C -3.918 4.925 -2.135
H -4.946 4.552 -2.063
H -3.780 5.336 -3.143
H -3.821 5.758 -1.424
C -1.059 5.312 -2.427
H -1.423 6.136 -1.800
H -1.304 5.558 -3.470
H 0.035 5.289 -2.344
Hg 1.231 -0.662 1.415
O -0.351 0.123 -0.067
C -0.327 0.439 -1.267
O 1.825 -1.571 -0.803
C 1.523 -1.085 -1.892
O 2.122 -1.472 -3.012
N 0.564 -0.087 -2.177
C 1.493 -0.808 -4.153
C 0.590 0.256 -3.611
H 0.914 -1.561 -4.700
H 2.290 -0.407 -4.782
H -0.415 0.222 -4.039
H 1.010 1.261 -3.747
C -1.328 1.418 -1.740
C -2.477 1.507 -0.787
H -1.641 1.207 -2.772
H -2.156 1.870 0.200
H -2.956 0.529 -0.670
N 1.310 -3.889 4.231
C 2.704 -3.746 4.155
C 3.748 -4.410 4.771
C 5.052 -4.093 4.346
C 5.282 -3.156 3.319
C 4.215 -2.484 2.712
C 2.933 -2.779 3.172
N 1.703 -2.334 2.720
C 0.732 -3.028 3.348
C -0.653 -2.887 2.970
C -1.773 -3.531 3.472
S -3.172 -3.078 2.560
C -2.187 -2.041 1.570
N -0.918 -2.020 1.924
H 0.792 -4.515 4.837
H 3.531 -5.135 5.556
H 5.911 -4.580 4.810
H 6.305 -2.955 2.996
H 4.325 -1.764 1.898
H -1.754 -4.211 4.313
H -2.602 -1.481 0.735
```

Properties
Total charge ... +2
Kohn-Sham gap ... 5.119 eV
Strongest force on any atom ... 0.0509 hartree/bohr
HOMO ... -13.12 eV
E_tot ... -1848.5760 Ha